1:
{"formula": "C4H14NO2", "method": "the ωB97M-V functional and the def2-TZVPD basis", "symbols": ["O", "O", "N", "C", "C", "C", "C", "H", "H", "H", "H", "H", "H", "H", "H", "H", "H", "H", "H", "H", "H"], "xyz": [[-3.90, 1.96, -5.11], [-0.83, 1.75, -0.99], [1.15, 0.87, 0.59], [0.21, -1.06, 1.83], [0.75, 0.35, 1.95], [1.36, -2.04, 1.86], [1.73, -2.87, 0.90], [1.28, -2.89, -0.09], [-0.45, -1.14, 0.96], [-0.45, -1.27, 2.66], [2.63, -3.43, 1.00], [2.04, 1.34, 0.61], [1.59, 0.44, 2.64], [1.79, -2.05, 2.86], [0.02, 1.03, 2.33], [-3.62, 1.87, -6.03], [-4.84, 1.82, -5.08], [1.29, 0.05, -0.01], [-0.37, 2.09, -1.77], [-1.75, 1.76, -1.28], [0.37, 1.42, 0.18]], "lowdin_charge": [-0.0634, -0.0377, 0.1888, -0.1894, -0.1374, -0.1874, 0.0332, 0.0692, 0.1254, 0.1240, 0.0597, 0.1695, 0.1325, 0.1109, 0.1212, 0.0321, 0.0319, 0.1527, 0.0809, 0.0888, 0.0945], "orbital_gap_ha": 0.3869, "charge": 1}

2:
{"formula": "C4H14NO2", "method": "the ωB97M-V functional and the def2-TZVPD basis", "symbols": ["O", "O", "N", "C", "C", "C", "C", "H", "H", "H", "H", "H", "H", "H", "H", "H", "H", "H", "H", "H", "H"], "xyz": [[2.45, 1.40, -0.72], [-4.56, -0.52, -0.04], [0.66, -0.63, -0.71], [0.74, -1.07, 1.79], [1.18, 1.70, -0.13], [0.15, 0.76, -0.76], [0.24, -1.57, 0.40], [0.01, -0.37, 2.15], [-0.02, 0.96, -1.82], [-0.84, -1.46, 0.44], [-5.34, -0.67, 0.50], [2.72, 2.05, -1.38], [-3.79, -0.42, 0.52], [1.68, -0.54, 1.72], [0.24, -1.08, -1.54], [-0.83, 0.82, -0.30], [0.55, -2.56, 0.10], [1.64, -0.65, -0.96], [0.82, -1.93, 2.44], [0.87, 2.72, -0.33], [1.30, 1.43, 0.92]], "lowdin_charge": [-0.0548, -0.0532, 0.0291, -0.0433, -0.1936, -0.1033, -0.1279, 0.0811, 0.1407, 0.1205, 0.0428, 0.1118, 0.0082, 0.0765, 0.1807, 0.1410, 0.1334, 0.1710, 0.0906, 0.1394, 0.1092], "orbital_gap_ha": 0.4073, "charge": 1}

Name the least stable of them. 2.

1:
{"formula": "C4H14NO2", "method": "the ωB97M-V functional and the def2-TZVPD basis", "symbols": ["O", "O", "N", "C", "C", "C", "C", "H", "H", "H", "H", "H", "H", "H", "H", "H", "H", "H", "H", "H", "H"], "xyz": [[-2.57, -2.78, -0.77], [-0.02, 1.29, 2.83], [0.00, -0.33, 0.38], [0.90, -0.53, -0.81], [1.17, 1.97, -0.83], [0.87, 0.74, -1.67], [-0.65, -1.11, 1.15], [1.67, 0.58, -2.39], [0.40, -1.35, -1.32], [-0.91, 1.62, 3.00], [0.29, 0.43, 1.03], [0.36, 2.47, -0.33], [-2.36, -3.73, -0.78], [1.68, 2.79, -1.33], [-0.10, 0.82, -2.14], [1.83, 1.72, -0.01], [-1.36, -1.86, 0.80], [0.52, 2.09, 2.90], [-0.43, -1.18, 2.22], [-3.15, -2.80, -1.54], [1.85, -0.85, -0.39]], "lowdin_charge": [-0.0676, -0.0423, 0.0500, -0.1004, -0.1053, -0.2055, 0.1657, 0.1218, 0.1264, 0.0718, 0.0996, 0.0702, 0.0571, 0.0861, 0.1199, 0.0721, 0.0851, 0.0700, 0.1245, 0.0571, 0.1435], "orbital_gap_ha": 0.3803, "charge": 1}

2:
{"formula": "C4H14NO2", "method": "the ωB97M-V functional and the def2-TZVPD basis", "symbols": ["O", "O", "N", "C", "C", "C", "C", "H", "H", "H", "H", "H", "H", "H", "H", "H", "H", "H", "H", "H", "H"], "xyz": [[-0.28, 1.93, -0.48], [-0.56, 0.29, -2.89], [-0.48, -0.57, -0.16], [0.44, -0.43, 2.20], [-0.09, -1.95, -0.52], [0.52, 0.09, 0.76], [0.36, 1.61, 0.76], [-0.42, 0.03, 2.70], [-0.93, -2.47, -1.00], [1.48, -0.22, 0.35], [-1.24, -0.10, -3.42], [-0.27, 2.86, -0.75], [-0.45, -0.13, -1.10], [0.39, -1.51, 2.30], [-0.33, 1.98, 1.52], [-0.43, 1.21, -3.13], [1.35, -0.02, 2.63], [0.23, -2.52, 0.35], [-1.38, -0.27, 0.22], [0.76, -1.91, -1.19], [1.32, 2.10, 0.84]], "lowdin_charge": [-0.0793, -0.0215, 0.0157, -0.0163, 0.0108, -0.3027, -0.1674, 0.0906, 0.1105, 0.1556, 0.0665, 0.1179, 0.0968, 0.0805, 0.1300, 0.0637, 0.1046, 0.0940, 0.1967, 0.1146, 0.1387], "orbital_gap_ha": 0.4406, "charge": 1}

3:
{"formula": "C4H14NO2", "method": "the ωB97M-V functional and the def2-TZVPD basis", "symbols": ["O", "O", "N", "C", "C", "C", "C", "H", "H", "H", "H", "H", "H", "H", "H", "H", "H", "H", "H", "H", "H"], "xyz": [[-1.95, -1.50, 1.36], [-2.60, 2.68, -1.55], [-0.64, 1.09, -0.19], [1.32, -0.91, 0.61], [1.63, 0.24, -0.33], [0.66, 0.91, -0.95], [2.30, -2.09, 0.34], [-0.63, 1.00, 0.82], [-2.37, 3.42, -2.14], [-2.25, -1.54, 2.28], [-1.00, 2.02, -0.44], [0.82, 1.81, -1.53], [-2.29, -2.34, 1.03], [-3.47, 3.01, -1.27], [1.84, -2.69, -0.45], [-1.37, 0.50, -0.61], [1.46, -0.57, 1.64], [3.21, -1.70, -0.12], [2.38, -2.72, 1.22], [2.68, 0.51, -0.27], [0.26, -1.14, 0.55]], "lowdin_charge": [-0.0586, -0.0500, 0.1816, -0.2399, -0.0674, -0.0557, -0.0675, 0.1589, 0.0699, 0.0569, 0.1181, 0.1157, 0.0574, 0.0712, 0.0806, 0.1523, 0.1237, 0.0729, 0.0789, 0.1314, 0.0695], "orbital_gap_ha": 0.3960, "charge": 1}

4:
{"formula": "C4H14NO2", "method": "the ωB97M-V functional and the def2-TZVPD basis", "symbols": ["O", "O", "N", "C", "C", "C", "C", "H", "H", "H", "H", "H", "H", "H", "H", "H", "H", "H", "H", "H", "H"], "xyz": [[-2.29, 3.39, -3.20], [-0.18, 0.63, -2.86], [0.16, -0.52, -0.38], [0.59, -1.89, 2.35], [0.53, -2.32, 3.60], [0.71, -0.42, 2.02], [1.22, -0.19, 0.62], [2.13, -0.74, 0.43], [-0.44, 0.30, -0.55], [-3.05, 3.97, -3.17], [0.37, -1.66, 4.46], [0.53, -3.38, 3.87], [1.35, 0.09, 2.73], [0.52, -0.77, -1.31], [-0.80, -0.07, -3.11], [0.74, -2.63, 1.56], [-1.55, 3.81, -3.66], [1.57, 0.83, 0.44], [-0.25, 1.29, -3.56], [-0.42, -1.27, -0.01], [-0.23, 0.13, 2.19]], "lowdin_charge": [-0.0678, -0.0493, 0.1860, -0.1897, 0.0261, -0.1997, -0.1654, 0.1356, 0.1608, 0.0372, 0.0813, 0.0700, 0.1316, 0.1485, 0.0627, 0.1028, 0.0414, 0.1416, 0.0581, 0.1595, 0.1289], "orbital_gap_ha": 0.3733, "charge": 1}

Name the least stable of them. 1.

1:
{"formula": "C4H14NO2", "method": "the ωB97M-V functional and the def2-TZVPD basis", "symbols": ["O", "O", "N", "C", "C", "C", "C", "H", "H", "H", "H", "H", "H", "H", "H", "H", "H", "H", "H", "H", "H"], "xyz": [[-0.13, -2.01, -0.44], [-3.04, -1.05, -0.50], [-0.91, 0.74, 0.28], [0.59, 0.49, 0.73], [1.40, -0.17, -0.40], [1.08, 1.90, 0.98], [1.26, -1.65, -0.50], [2.46, 0.13, -0.20], [-1.14, 1.71, 0.46], [-1.54, 0.00, 0.70], [1.49, 2.28, 0.09], [1.58, -1.81, -1.56], [-0.70, -2.09, -1.18], [1.09, 0.37, -1.38], [0.30, 2.55, 1.33], [1.66, -2.22, 0.39], [0.57, -0.08, 1.68], [-1.00, 0.71, -0.77], [1.99, 1.98, 1.66], [-3.33, -0.16, -0.60], [-3.69, -1.62, -0.76]], "lowdin_charge": [-0.0787, 0.0070, 0.1907, -0.2916, -0.1645, -0.0593, -0.2245, 0.1407, 0.1408, 0.1563, 0.0687, 0.1389, 0.0611, 0.1549, 0.0741, 0.1560, 0.1631, 0.1734, 0.1353, 0.0329, 0.0248], "orbital_gap_ha": 0.3976, "charge": 1}

2:
{"formula": "C4H14NO2", "method": "the ωB97M-V functional and the def2-TZVPD basis", "symbols": ["O", "O", "N", "C", "C", "C", "C", "H", "H", "H", "H", "H", "H", "H", "H", "H", "H", "H", "H", "H", "H"], "xyz": [[1.17, -0.08, 1.97], [-3.25, -2.07, -0.29], [-0.90, -0.36, 0.31], [0.62, -0.05, -1.76], [0.49, -0.40, -0.26], [1.37, 0.45, 0.64], [1.05, 1.92, 0.66], [0.84, -1.43, -0.24], [-1.04, 0.63, 0.53], [-0.28, -0.06, -2.37], [-4.19, -1.89, -0.40], [0.96, 0.99, -1.85], [-1.77, -0.48, -0.22], [2.37, 0.26, 0.26], [2.05, -0.20, 2.35], [0.02, 2.25, 0.82], [1.43, -0.65, -2.14], [1.48, 2.39, 1.50], [-3.09, -2.94, -0.66], [-0.87, -0.80, 1.23], [1.53, 2.54, -0.09]], "lowdin_charge": [-0.0217, -0.0473, 0.2305, -0.0073, -0.2911, -0.3794, -0.0313, 0.1529, 0.1461, 0.0929, 0.0599, 0.0820, 0.1383, 0.1660, 0.1184, 0.0920, 0.0920, 0.0808, 0.0580, 0.1687, 0.0997], "orbital_gap_ha": 0.4401, "charge": 1}

Name the least stable of them. 1.

1:
{"formula": "C29H24BrCl4F6IN2O5PSSbTl", "method": "the ωB97M-V functional and the def2-TZVPD basis", "symbols": ["Tl", "I", "Sb", "Br", "Cl", "Cl", "Cl", "Cl", "S", "P", "F", "F", "F", "F", "F", "F", "O", "O", "O", "O", "O", "N", "N", "C", "C", "C", "C", "C", "C", "C", "C", "C", "C", "C", "C", "C", "C", "C", "C", "C", "C", "C", "C", "C", "C", "C", "C", "C", "C", "C", "C", "C", "H", "H", "H", "H", "H", "H", "H", "H", "H", "H", "H", "H", "H", "H", "H", "H", "H", "H", "H", "H", "H", "H", "H", "H"], "xyz": [[0.63, -1.02, 0.35], [5.23, -1.87, 3.39], [4.06, -0.75, -2.18], [2.77, -3.93, 0.22], [3.07, 2.40, 6.43], [0.67, -5.43, -2.28], [0.64, -3.88, -4.71], [-1.82, -4.32, -3.27], [-1.89, 5.69, -5.44], [-2.27, -1.68, 0.54], [2.76, -0.71, -0.73], [5.32, -0.86, -3.56], [5.15, -1.72, -0.99], [4.76, 0.84, -1.46], [2.90, 0.29, -3.23], [3.27, -2.38, -2.69], [2.57, -1.10, 1.87], [0.48, -6.36, 4.11], [0.17, -1.65, -2.92], [-1.71, 7.25, -3.28], [0.10, -2.85, -1.00], [0.48, 0.52, 2.45], [0.65, -2.98, 1.76], [1.70, 1.43, 4.30], [2.88, 1.33, 5.11], [-1.87, 3.29, -2.19], [0.66, 2.36, 4.50], [-3.57, -1.04, 1.68], [1.48, -4.02, 1.56], [3.88, 0.40, 4.86], [0.08, 2.75, -3.52], [2.64, -0.40, 2.88], [-1.91, 7.20, -4.46], [-2.24, 4.24, -3.13], [1.56, 0.54, 3.23], [-0.29, 1.56, -1.40], [1.43, -5.17, 2.34], [-0.22, -3.06, 2.77], [-2.90, -1.04, -1.05], [-0.70, 2.55, -2.37], [-2.19, 8.41, -5.31], [-0.48, 1.40, 2.64], [0.51, -5.23, 3.37], [-0.42, 2.36, 3.65], [-2.72, -3.45, 0.50], [-0.05, -4.03, -3.11], [0.10, -2.68, -2.29], [-1.44, 4.47, -4.24], [-0.33, -4.15, 3.60], [0.06, 0.68, -0.66], [-0.29, 3.71, -4.44], [3.78, -0.46, 3.78], [-3.50, 0.05, 1.74], [2.10, -5.99, 2.15], [-3.15, 4.82, -2.99], [4.74, 0.36, 5.50], [-2.78, 9.13, -4.74], [-3.74, -3.56, 0.14], [-2.98, 0.05, -0.97], [-3.44, -1.45, 2.68], [-1.24, 8.88, -5.57], [-1.06, -4.16, 4.40], [-1.22, 3.08, 3.76], [-0.86, -2.19, 2.91], [-2.04, -3.97, -0.17], [-2.20, -1.26, -1.86], [-3.87, -1.47, -1.26], [0.97, 2.14, -3.65], [0.31, 3.88, -5.32], [-1.32, 1.35, 1.95], [0.74, 3.08, 5.30], [-2.48, 3.12, -1.31], [-2.71, 8.15, -6.23], [-2.64, -3.88, 1.50], [-0.19, -6.30, 4.79], [-4.56, -1.31, 1.31]], "lowdin_charge": [0.9218, 1.0643, 1.3612, 0.9406, 0.7792, 0.5762, 0.6394, 0.5689, 1.0160, 0.7974, -0.4190, -0.3499, -0.3804, -0.3584, -0.3391, -0.3607, -0.0705, 0.1014, 0.0269, 0.0357, -0.2602, 0.0826, -0.0294, -0.1561, -0.5722, -0.0272, 0.0024, -0.2762, -0.6751, -0.1602, 0.0031, -0.3693, -0.7413, -0.0894, -0.1272, -0.0813, -0.0197, -0.1562, -0.2459, -0.2293, -0.0804, -0.0848, -0.2980, -0.0081, -0.2529, -1.4833, -0.8035, -0.5321, 0.0110, -0.1196, -0.0791, -0.6071, 0.0275, 0.1247, 0.1109, 0.1029, 0.0858, 0.0511, 0.0385, 0.0340, 0.0901, 0.1238, 0.1191, 0.0896, 0.0211, 0.0332, 0.0524, 0.1189, 0.1082, 0.1098, 0.1007, 0.1111, 0.0635, 0.0341, 0.1177, 0.0460], "orbital_gap_ha": [0.2550, 0.1857], "spin_multiplicity": 2}

2:
{"formula": "C29H24BrCl4F6IN2O5PSSbTl", "method": "the ωB97M-V functional and the def2-TZVPD basis", "symbols": ["Tl", "I", "Sb", "Br", "Cl", "Cl", "Cl", "Cl", "S", "P", "F", "F", "F", "F", "F", "F", "O", "O", "O", "O", "O", "N", "N", "C", "C", "C", "C", "C", "C", "C", "C", "C", "C", "C", "C", "C", "C", "C", "C", "C", "C", "C", "C", "C", "C", "C", "C", "C", "C", "C", "C", "C", "H", "H", "H", "H", "H", "H", "H", "H", "H", "H", "H", "H", "H", "H", "H", "H", "H", "H", "H", "H", "H", "H", "H", "H"], "xyz": [[0.57, 0.29, 1.50], [-5.56, 0.72, 0.35], [3.43, -0.91, -1.73], [1.05, -2.47, 3.21], [-4.29, -3.52, -3.10], [1.11, 5.30, 2.17], [1.92, 5.95, -0.55], [-0.15, 2.60, -0.63], [2.69, 5.77, -6.40], [-1.98, 2.36, 0.24], [2.01, 0.06, -2.51], [2.41, -2.43, -2.26], [4.33, -0.88, -3.38], [2.49, -0.71, -0.04], [4.49, -2.16, -0.79], [4.58, 0.47, -1.18], [1.10, 7.42, -5.06], [2.99, 3.08, 1.49], [2.44, 2.58, -0.69], [-2.58, -2.23, 6.90], [-2.44, 0.76, 0.51], [-1.43, -1.31, 3.04], [-0.59, -1.43, -0.18], [-2.79, -0.27, -0.33], [0.88, 4.52, -4.73], [-4.58, -1.41, -1.50], [-2.35, -2.33, -1.58], [2.90, 3.43, -3.15], [3.22, 4.13, -4.30], [-2.65, -0.98, 3.48], [-3.10, -1.26, 4.75], [2.22, 4.72, -5.06], [-1.86, -1.32, -0.72], [-0.26, -3.49, -1.36], [1.57, 3.32, -2.74], [-0.98, -2.28, 5.19], [-3.29, 3.18, -0.67], [-4.12, -0.41, -0.64], [0.57, 3.83, -3.59], [2.36, 3.40, 0.55], [1.86, 7.31, -5.97], [-1.48, -3.40, -1.93], [0.05, 4.03, 0.06], [1.29, 2.77, -1.40], [-3.70, -2.31, -2.00], [-0.65, -1.95, 3.89], [1.29, 4.67, 0.55], [-2.17, 2.79, 1.99], [-2.24, -1.92, 5.63], [-0.35, 1.14, -1.14], [0.12, -2.48, -0.45], [2.26, 8.43, -6.90], [-4.10, -0.97, 5.05], [-2.78, 2.00, 2.43], [2.89, 8.08, -7.71], [3.69, 2.99, -2.56], [0.42, -4.29, -1.58], [4.25, 4.24, -4.60], [2.79, 9.19, -6.32], [-1.22, 2.87, 2.52], [-0.29, -2.81, 5.84], [-0.74, 4.73, 0.37], [0.10, 4.93, -5.36], [-3.48, -1.95, 7.09], [-2.94, 4.16, -1.02], [-3.63, 2.58, -1.51], [-2.70, 3.74, 2.08], [-3.28, -0.48, 2.76], [-4.10, 3.34, 0.03], [1.08, -2.56, 0.05], [1.36, 8.89, -7.30], [-0.72, 3.15, -1.77], [-5.63, -1.47, -1.76], [0.42, 1.99, 0.44], [-0.46, 3.70, -3.28], [-1.83, -4.15, -2.62]], "lowdin_charge": [0.9170, 1.0120, 1.3828, 0.7888, 0.7293, 0.6869, 0.6468, 0.4227, 1.0280, 0.7888, -0.3410, -0.3575, -0.3583, -0.4584, -0.3622, -0.3475, 0.0360, 0.1460, 0.0095, 0.0919, -0.3655, -0.0168, 0.0372, -0.3103, -0.0734, -0.1832, -0.1475, 0.0080, -0.0686, -0.1219, 0.0103, -0.5166, -0.1335, -0.0148, -0.1573, -0.0285, -0.1953, -0.6033, -0.0092, -0.3976, -0.7403, -0.0119, -0.5515, -0.3986, -0.5882, -0.7344, -1.1333, -0.1460, -0.3060, -0.1711, -0.1396, -0.0772, 0.1188, 0.0453, 0.0601, 0.1278, 0.1200, 0.1107, 0.0920, 0.0483, 0.1208, 0.0794, 0.1153, 0.1176, 0.0688, 0.0583, 0.0689, 0.0915, 0.0128, 0.0803, 0.0890, 0.0604, 0.0925, -0.1379, 0.0949, 0.0885], "orbital_gap_ha": [0.2213, 0.2296], "spin_multiplicity": 2}

Name the least stable of them. 2.